(1)
C5H18NO2 | ωB97M-V/def2-TZVPD

CARTESIAN COORDINATES (ANGSTROEM)
1 O -2.2689 -2.4931 1.2217
2 O -1.2211 3.8780 1.2805
3 N 0.3211 -2.0763 0.3131
4 C 0.5929 0.4056 0.2468
5 C -0.8864 0.7002 -0.0784
6 C 1.4535 1.4974 -0.4458
7 C 1.2136 -0.9149 -0.2305
8 C 1.2340 -1.1163 -1.7391
9 H 1.4065 2.4704 0.0331
10 H -1.2628 1.3475 0.7057
11 H 1.2895 -2.1851 -1.9570
12 H 0.6960 -2.9783 -0.0029
13 H -0.9545 1.2633 -1.0047
14 H 0.1963 -2.0632 1.3274
15 H -2.9068 -3.1727 0.9024
16 H -2.8339 -2.0240 1.8717
17 H 1.1460 1.5346 -1.4947
18 H 0.2786 -0.7622 -2.1305
19 H 2.5224 1.2936 -0.6063
20 H 2.0532 -0.6312 -2.2548
21 H -0.7431 4.7184 1.2824
22 H 2.1477 -1.1191 0.2847
23 H -2.1382 4.1344 1.3714
24 H -1.3896 -0.2589 -0.2235
25 H 0.7003 0.5260 1.3288
26 H -0.6463 -1.9738 -0.0015

Atoms 1-6, force components in eV/Å:
O -1.48 -0.40 0.25
O 0.40 0.10 -0.06
N 0.18 0.36 -0.25
C 1.20 1.27 -0.41
C 1.02 -0.66 -0.40
C 0.57 -0.25 -0.63

Output
- HOMO level: -0.5217 Ha
- Charge: +1
- LUMO level: -0.109 Ha
- Relative energy (zero: lowest compared OMol25 entry of this formula, charge and spin): 50.39 kJ/mol

***

(2)
C6H10NO2 | ωB97M-V/def2-TZVPD

CARTESIAN COORDINATES (ANGSTROEM)
1 O 1.8355 -0.2381 -0.2947
2 O -1.5473 -0.7085 0.1139
3 N -0.2829 -1.1484 -0.2589
4 C 0.6474 0.1042 -0.2263
5 C -1.5365 0.6022 0.1620
6 C -0.2456 1.1546 -0.0627
7 C 2.9442 0.7290 -0.4975
8 C -2.8470 1.2983 0.6216
9 C 0.1676 -2.4759 -0.0836
10 H 3.5719 0.2459 -1.1400
11 H 2.4846 1.5765 -0.9905
12 H -0.1077 2.1646 0.3017
13 H -0.6508 -3.1230 -0.3347
14 H -3.5050 0.7395 -0.0346
15 H 1.0126 -2.6641 -0.8327
16 H -3.1581 0.9814 1.6286
17 H 3.4539 0.8964 0.4118
18 H 0.5277 -2.5249 0.9894
19 H -2.7646 2.3901 0.5272

Atoms 1-6, force components in eV/Å:
O 2.96 0.07 -0.07
O 0.54 -0.65 -0.38
N 2.22 5.79 -1.10
C -6.07 -4.05 0.45
C 1.09 1.34 1.38
C -1.37 -0.02 1.07

Output
- HOMO level: -0.5129 Ha
- Charge: +1
- LUMO level: -0.142 Ha
- SMILES string: COc1cc(C)o[n+]1C
- Relative energy (zero: lowest compared OMol25 entry of this formula, charge and spin): 181.29 kJ/mol

***

(3)
C4H9NO | ωB97M-V/def2-TZVPD

CARTESIAN COORDINATES (ANGSTROEM)
1 O 0.2701 0.9701 0.0953
2 N 0.5360 -1.1401 -0.7976
3 C 0.2845 -0.5429 -2.1008
4 C -0.9818 1.4670 0.5283
5 C 0.6397 -0.8991 1.6179
6 C 0.4670 -0.3884 0.2143
7 H 1.1643 -0.6772 -2.7379
8 H -0.5410 -1.0985 -2.5576
9 H 0.0500 0.5281 -2.0678
10 H 1.0171 -1.9237 1.6002
11 H -1.0058 1.5822 1.6188
12 H -0.3219 -0.8971 2.1471
13 H 1.3269 -0.2534 2.1761
14 H -1.8115 0.8236 0.2002
15 H -1.0937 2.4494 0.0632

Atoms 1-6, force components in eV/Å:
O 0.19 -0.01 -0.01
N 0.01 0.37 0.27
C 0.02 -0.06 -0.18
C -0.21 0.15 0.15
C -0.02 0.00 0.03
C -0.02 -0.28 -0.11

Output
- HOMO level: -0.3579 Ha
- Charge: 0
- LUMO level: 0.036 Ha
- SMILES string: C/N=C(/C)OC
- Relative energy (zero: lowest compared OMol25 entry of this formula, charge and spin): 160.90 kJ/mol

***

(4)
CH4INP2 | ωB97M-V/def2-TZVPD

CARTESIAN COORDINATES (ANGSTROEM)
1 I 2.8162 0.7733 -0.2907
2 P 0.1359 0.0337 1.2008
3 P -0.2413 -2.6654 -0.3044
4 N -0.3417 -1.3636 0.5195
5 C -0.7713 1.2227 0.0427
6 H -0.6168 0.8947 -1.0209
7 H 1.0236 -2.2814 -0.7675
8 H -0.1368 2.1731 0.2338
9 H -1.8678 1.2129 0.3866

Atoms 1-6, force components in eV/Å:
I -1.37 -0.51 0.73
P 0.62 0.13 -1.83
P 0.15 0.01 -0.06
N -0.64 1.14 1.16
C 0.77 0.14 0.68
H -0.34 0.36 1.11

Output
- HOMO level: -0.3098 Ha
- Charge: 0
- LUMO level: -0.061 Ha
- Relative energy (zero: lowest compared OMol25 entry of this formula, charge and spin): 111.76 kJ/mol

***

(5)
C21H26N8O3 | ωB97M-V/def2-TZVPD

CARTESIAN COORDINATES (ANGSTROEM)
1 O 1.2812 4.1935 0.6001
2 O -1.0577 -2.5898 1.2081
3 O 5.8712 -2.0794 0.4705
4 N 4.7638 -1.3422 0.3691
5 N 0.5095 2.5022 -0.7270
6 N 4.3324 0.9689 -0.0627
7 N 3.9739 3.0559 -0.3404
8 N 4.8855 2.1753 -0.3166
9 N 7.3662 0.9323 -0.2956
10 N 6.9907 -1.3420 0.2608
11 N -0.8024 2.7667 -0.5839
12 C 1.4752 3.1867 -0.0292
13 C -3.8886 1.0112 1.5473
14 C -2.2705 -4.8094 -1.6037
15 C -1.2937 -3.7758 0.4749
16 C -0.0303 -1.7747 0.8763
17 C 5.1462 -0.1278 0.0939
18 C 6.5960 -0.1153 0.0171
19 C -3.4565 3.0943 0.2090
20 C 0.9345 -2.0295 -0.0959
21 C -3.1524 2.3464 1.5038
22 C -1.6456 2.0227 -1.1541
23 C 0.0434 -0.5809 1.6040
24 C -3.8513 0.8966 -0.9535
25 C 1.0377 0.3335 1.3540
26 C 2.0047 0.0778 0.3765
27 C 2.7779 2.4753 -0.1106
28 C 1.9421 -1.1144 -0.3357
29 C -3.5166 0.1586 0.3390
30 C -3.1162 2.2407 -1.0155
31 C -1.9658 -3.5085 -0.8736
32 C 2.9828 1.1085 0.0769
33 H 0.9185 -2.9388 -0.6746
34 H -1.9654 -4.3591 1.1108
35 H -0.3661 -4.3456 0.3426
36 H 6.9161 1.8359 -0.3381
37 H 0.7803 1.6836 -1.2784
38 H -1.3557 -5.3658 -1.7956
39 H -2.7536 -4.6042 -2.5553
40 H -1.3308 1.1778 -1.7868
41 H -4.9671 1.1889 1.5448
42 H -4.5181 3.3491 0.1753
43 H -4.9270 1.0803 -0.9969
44 H -2.9326 -5.4345 -1.0094
45 H -4.0560 -0.7909 0.3737
46 H -3.4476 2.9614 2.3557
47 H 1.0796 1.2523 1.9197
48 H -2.0774 2.1763 1.5709
49 H -2.4470 -0.0614 0.3673
50 H -3.5824 0.2838 -1.8181
51 H 8.3608 0.8491 -0.1919
52 H -1.3174 -2.8810 -1.4886
53 H 2.6732 -1.3255 -1.1004
54 H -0.6999 -0.3982 2.3634
55 H -2.8890 -2.9539 -0.6954
56 H -2.8747 4.0143 0.1744
57 H -3.4467 2.7718 -1.9196
58 H -3.6411 0.4769 2.4669

Atoms 1-6, force components in eV/Å:
O 0.12 0.11 0.09
O 0.12 0.30 0.18
O -0.13 -0.24 0.08
N -0.53 0.80 -0.10
N 0.29 -0.61 -0.75
N -1.51 0.49 0.01

Output
- HOMO level: -0.3207 Ha
- Charge: 0
- LUMO level: -0.001 Ha
- SMILES string: CCCOc1ccc(-c2c(C(=O)N/N=C/C3CCCCC3)nnn2-c2nonc2N)cc1

***

(6)
C20H59BF4O13S8Si2 | ωB97M-V/def2-TZVPD

CARTESIAN COORDINATES (ANGSTROEM)
1 S 0.3107 -3.6185 10.1254
2 S -4.4790 1.0609 -0.2523
3 S 0.9680 -1.8104 -6.2991
4 S 3.1906 -0.8929 -10.7049
5 S -6.5507 5.7667 -0.8462
6 S -1.0663 5.2874 -1.8606
7 S 2.1746 -2.2868 -2.0490
8 S 0.3679 -3.7994 4.8268
9 Si 2.9628 0.6599 2.8700
10 Si 0.0794 0.3445 3.2320
11 F 0.5627 2.0695 0.6428
12 F 0.6121 2.9317 4.3013
13 F -1.5926 2.5189 3.4910
14 F 1.1806 4.0660 1.7962
15 O -0.6519 -3.0276 4.0430
16 O -7.0545 5.6906 0.5646
17 O 3.1469 -0.8516 -9.2061
18 O 1.6858 -0.2146 3.6981
19 O -2.0788 -2.3263 1.1010
20 O 0.5659 -2.2314 -4.9167
21 O -4.8461 1.0317 -1.7064
22 O 4.5026 0.0637 3.5668
23 O -2.8813 -0.5856 2.7504
24 O 0.4746 -4.3272 8.8136
25 O -2.3014 6.1345 -1.7782
26 O 3.1553 -2.4518 -0.9260
27 O -0.4321 -0.5070 1.7700
28 C -4.9114 6.5303 -0.7980
29 C 0.8236 -2.7966 6.2621
30 C 4.8970 -1.2488 -11.1895
31 C -0.1383 2.2517 3.1799
32 C 1.3858 -4.4408 11.3259
33 C 0.6348 -1.6569 -1.3384
34 C 6.0046 -1.4953 2.2909
35 C -5.1770 2.5730 0.4545
36 C 5.5613 0.0662 2.5447
37 C 2.5167 -2.4892 -11.2250
38 C 1.2702 -2.0872 10.0401
39 C -7.3788 7.1630 -1.6448
40 C 0.0708 6.0941 -3.0133
41 C 0.1582 2.9693 1.7432
42 C -0.5145 -5.0699 5.7648
43 C -1.4433 3.8790 -2.9319
44 C 1.5304 -3.9283 -2.4539
45 C 1.2688 -3.3136 -7.2596
46 C -5.5906 -0.0746 0.6123
47 C 2.6995 -1.2905 -6.2272
48 B -1.7758 -1.0993 1.9182
49 H 0.1809 -5.5734 6.4404
50 H 1.4516 -2.5127 -10.9825
51 H 0.8008 -1.4229 9.3107
52 H -6.2414 2.6393 0.2168
53 H 5.2568 0.6416 1.5482
54 H -4.9532 7.4697 -0.2416
55 H 0.3222 -2.2894 -0.5042
56 H 0.9986 -5.4460 11.5084
57 H 6.8248 -1.8660 3.0630
58 H 2.8753 2.0701 3.3293
59 H 1.3607 -1.9119 5.9120
60 H 0.7242 -3.8335 -3.1850
61 H -3.0448 -1.2815 3.4760
62 H 0.3179 -3.8335 -7.3987
63 H -5.3623 -1.0946 0.2939
64 H 2.9300 0.5534 1.4077
65 H -0.9263 -5.7980 5.0620
66 H 5.2567 -2.1369 -10.6645
67 H 2.6443 -2.6049 -12.3037
68 H 1.9633 -3.9659 -6.7249
69 H -2.1762 3.2447 -2.4276
70 H -7.2654 8.0626 -1.0351
71 H -5.4334 0.0111 1.6900
72 H -1.8595 4.2312 -3.8787
73 H -2.7513 -2.0811 0.3718
74 H 3.0261 -3.2993 -10.6977
75 H 6.5047 -1.5902 1.2256
76 H 3.0628 -1.0918 -7.2381
77 H 5.5205 -0.3924 -10.9217
78 H 1.4738 -3.3769 6.9208
79 H 0.9309 5.4447 -3.1917
80 H -0.8458 3.5050 1.3824
81 H 5.1091 -2.2684 2.3430
82 H 1.1614 -4.4180 -1.5495
83 H 2.7636 -0.3754 -5.6336
84 H -1.3288 -4.6157 6.3344
85 H 2.2937 -2.3049 9.7256
86 H -8.4406 6.9259 -1.7465
87 H -0.5319 3.3044 -3.1130
88 H 1.3849 -3.8776 12.2620
89 H -6.6289 0.1583 0.3646
90 H 1.2732 -1.6037 11.0196
91 H 0.8089 -0.6406 -0.9769
92 H 2.4021 -4.5103 10.9306
93 H -0.8307 -0.1414 4.3025
94 H 3.3041 -2.0700 -5.7574
95 H 1.6805 -3.0465 -8.2356
96 H -4.6556 3.4312 0.0241
97 H 0.4121 7.0311 -2.5668
98 H 6.4987 0.6174 3.0366
99 H -0.4407 6.3070 -3.9551
100 H -4.5640 6.7130 -1.8175
101 H -6.9481 7.3243 -2.6357
102 H -4.2227 5.8442 -0.2992
103 H 4.9440 -1.4063 -12.2695
104 H 2.3397 -4.5235 -2.8835
105 H -5.0338 2.5691 1.5376
106 H -0.0749 -2.4854 6.8004
107 H -0.1410 -1.6389 -2.1072

Atoms 1-6, force components in eV/Å:
S 0.16 -0.17 -0.21
S -0.30 0.04 -0.26
S 0.29 0.01 0.21
S 0.07 -0.07 0.16
S 0.08 0.26 0.33
S -0.16 0.07 -0.23

Output
- HOMO level: -0.2927 Ha
- Charge: 0
- LUMO level: 0.014 Ha
- Relative energy (zero: lowest compared OMol25 entry of this formula, charge and spin): 510.16 kJ/mol

***

(7)
C4H7NO | ωB97M-V/def2-TZVPD

CARTESIAN COORDINATES (ANGSTROEM)
1 O -0.0478 -1.5004 0.2853
2 N 0.1381 1.3111 -0.9771
3 C 0.7442 0.7407 0.1956
4 C -0.7394 0.7633 0.0227
5 C 1.1437 -0.7288 0.2073
6 C -1.1957 -0.6853 0.1009
7 H -1.3959 1.5124 0.4539
8 H -1.8502 -0.7798 0.9808
9 H 0.2605 0.9229 -1.8858
10 H 1.2874 1.4496 0.8130
11 H -1.7555 -1.0437 -0.7741
12 H 1.6872 -1.0101 -0.7071
13 H 1.7833 -0.9700 1.0673

Atoms 1-6, force components in eV/Å:
O 0.00 -0.07 -0.14
N -0.06 0.57 0.05
C 0.15 0.03 0.26
C -0.24 0.03 0.29
C 0.23 0.19 -0.09
C -0.21 0.20 -0.12

Output
- HOMO level: -0.3460 Ha
- Charge: 0
- LUMO level: 0.040 Ha
- SMILES string: C1OC[C@H]2N[C@@H]12
- Relative energy (zero: lowest compared OMol25 entry of this formula, charge and spin): 232.74 kJ/mol

***

(8)
C3H9NO | ωB97M-V/def2-TZVPD

CARTESIAN COORDINATES (ANGSTROEM)
1 O -2.9436 0.0677 -0.5636
2 N 0.4120 0.2772 0.3533
3 C 1.5404 -0.0214 -1.7189
4 C 1.5035 -0.1157 -0.3794
5 C 0.3274 0.0492 1.7959
6 H 2.3816 -0.4448 0.1520
7 H 0.0977 -0.9964 2.0064
8 H 2.4401 -0.3313 -2.2323
9 H -0.3784 0.7792 2.1744
10 H -0.5058 0.2363 -0.0454
11 H -3.1429 -0.4276 -1.3808
12 H 0.7314 0.3730 -2.3163
13 H -3.7480 0.3447 -0.1417
14 H 1.2846 0.2098 2.2964

Atoms 1-6, force components in eV/Å:
O 0.94 -0.47 -0.71
N 0.29 0.05 1.55
C 0.66 -0.35 0.28
C -0.78 0.46 -1.32
C 0.75 -0.15 -0.70
H 0.02 -0.07 0.34

Output
- HOMO level: -0.2750 Ha
- Charge: 0
- LUMO level: 0.025 Ha
- SMILES string: C=CNC.O
- Relative energy (zero: lowest compared OMol25 entry of this formula, charge and spin): 146.25 kJ/mol

***

Number 1: molar mass 124.20 g mol⁻¹, E -406.3026 Ha. Number 2: molar mass 128.15 g mol⁻¹, E -439.4950 Ha. Number 3: molar mass 87.12 g mol⁻¹, E -287.7712 Ha. Number 4: molar mass 218.90 g mol⁻¹, E -1075.6081 Ha. Number 5: molar mass 438.49 g mol⁻¹, E -1479.4888 Ha. Number 6: molar mass 907.19 g mol⁻¹, E -5964.2426 Ha. Number 7: molar mass 85.11 g mol⁻¹, E -286.5430 Ha. Number 8: molar mass 75.11 g mol⁻¹, E -249.6580 Ha.